1.
C3H5Cl | ωB97M-V/def2-TZVPD

Summary:
Orbital gap ... 10.4 eV
HOMO energy ... -9.3 eV
Lowest unoccupied orbital energy ... 1.113 eV

Structure (XYZ):
```
9
Properties=species:S:1:pos:R:3:mulliken_charge:R:1
C 0.143 -0.368 0.195 0.073
C -0.817 0.093 0.980 -0.369
C 0.727 0.378 -0.934 -0.864
Cl -1.763 -0.967 1.999 -0.201
H 0.472 -1.736 0.314 0.156
H -1.221 1.029 1.058 0.405
H 0.677 1.461 -0.579 0.287
H 1.670 -0.145 -1.181 0.280
H 0.113 0.255 -1.851 0.234
```

***

2.
C3H5Cl | ωB97M-V/def2-TZVPD

Summary:
Orbital gap ... 8.3 eV
HOMO energy ... -9.5 eV
Lowest unoccupied orbital energy ... -1.226 eV

Structure (XYZ):
```
9
Properties=species:S:1:pos:R:3:mulliken_charge:R:1
C -0.293 -0.078 0.592 0.038
C 0.625 -0.847 0.867 -0.331
C -1.563 0.557 0.163 -0.891
Cl 1.921 -0.679 -1.931 -0.298
H 3.321 -0.038 -1.041 0.279
H 1.555 -1.184 1.225 0.402
H -2.282 -0.152 -0.228 0.277
H -2.010 1.140 0.978 0.272
H -1.273 1.282 -0.625 0.252
```

***

3.
C3H5Cl | ωB97M-V/def2-TZVPD

Summary:
Orbital gap ... 8.1 eV
HOMO energy ... -9.1 eV
Lowest unoccupied orbital energy ... -0.985 eV

Structure (XYZ):
```
9
Properties=species:S:1:pos:R:3:mulliken_charge:R:1
C 0.193 0.807 1.454 -0.529
C -0.937 -0.824 -1.694 -0.192
C 0.899 -0.017 0.740 -0.279
Cl -0.805 0.044 -3.095 -0.017
H 0.634 1.582 2.060 0.217
H -0.957 0.859 1.597 0.197
H 1.962 0.183 0.801 0.228
H 0.389 -0.790 0.160 0.202
H -1.380 -1.844 -2.023 0.173
```

***

4.
C3H5Cl | ωB97M-V/def2-TZVPD

Summary:
Orbital gap ... 10.5 eV
HOMO energy ... -9.3 eV
Lowest unoccupied orbital energy ... 1.177 eV

Structure (XYZ):
```
9
Properties=species:S:1:pos:R:3:mulliken_charge:R:1
C -1.188 0.054 0.086 -1.055
C 0.231 0.134 0.344 -0.018
C 1.288 -0.071 -0.426 -0.139
Cl 2.873 0.154 0.129 -0.171
H -1.697 1.028 -0.034 0.254
H -1.490 -0.684 -0.713 0.289
H -1.715 -0.429 0.829 0.353
H 0.405 0.289 1.435 0.243
H 1.294 -0.475 -1.650 0.243
```

***

Stability, highest: 4